[1]
{
  "formula": "C16H28F5NO9P2TeZr",
  "method": "wB97M-V/def2-TZVPD",
  "homo_energy_ev": -15.647,
  "homo_lumo_gap_ev": 8.12,
  "charge": 2,
  "e_above_lowest_ev": 3.227,
  "species": ["Zr", "O", "C", "O", "C", "C", "C", "C", "C", "N", "C", "O", "O", "H", "H", "H", "H", "C", "P", "C", "C", "O", "H", "H", "H", "H", "H", "H", "H", "H", "H", "C", "C", "O", "P", "O", "C", "C", "O", "C", "C", "H", "H", "H", "H", "H", "H", "H", "H", "H", "H", "H", "H", "H", "H", "H", "F", "Te", "F", "F", "F", "F", "O"],
  "positions_angstrom": [[0.46142, 0.61654, 0.08477], [-3.63832, 0.91122, 1.09887], [-2.37991, 1.23676, 1.20334], [-1.63844, 1.35025, 0.22062], [-1.89368, 1.45872, 2.58363], [-2.75591, 1.51223, 3.66541], [-2.19917, 1.76531, 4.91117], [-0.83300, 1.94925, 4.99990], [-0.05063, 1.87105, 3.84446], [-0.56896, 1.62686, 2.64930], [1.42903, 2.12243, 4.05416], [1.90207, 2.18599, 5.13605], [2.22407, 2.32074, 2.93333], [-3.88641, 0.82933, 0.16013], [-3.81890, 1.36644, 3.53764], [-2.82126, 1.82611, 5.79359], [-0.35041, 2.16113, 5.94345], [-0.45470, 3.73487, -2.18575], [0.51888, 2.36018, -2.75152], [2.24174, 2.77210, -2.60839], [0.14720, 2.05010, -4.46607], [0.18111, 1.07990, -1.92475], [-0.30564, 4.58304, -2.85709], [-0.14809, 4.02198, -1.17957], [-1.51032, 3.46377, -2.19044], [2.45390, 3.58951, -3.30052], [2.85155, 1.90843, -2.87380], [2.47730, 3.07902, -1.59041], [0.71365, 2.73661, -5.09621], [-0.91715, 2.18343, -4.65890], [0.43191, 1.02710, -4.71296], [-2.69400, -3.16481, -2.94991], [-1.53107, -2.23885, -2.72636], [-0.66338, -2.85239, -1.71460], [0.40553, -2.01607, -0.92056], [1.12169, -3.11870, -0.07381], [2.54566, -3.49441, -0.25253], [2.88200, -3.74849, -1.69546], [-0.57600, -1.28675, 0.33704], [-0.96331, -2.06580, 1.55004], [-2.27570, -2.75937, 1.32052], [-3.32010, -2.78309, -3.75715], [-3.30434, -3.25165, -2.05133], [-2.34801, -4.15725, -3.23436], [-1.84979, -1.25824, -2.36531], [-0.92901, -2.10283, -3.62425], [2.64070, -4.38903, 0.35440], [3.13525, -2.69507, 0.19368], [2.23563, -4.51202, -2.12721], [3.91142, -4.10465, -1.75626], [2.82769, -2.83991, -2.30056], [-0.98717, -1.32978, 2.35233], [-0.14920, -2.75606, 1.74694], [-3.08422, -2.05555, 1.11954], [-2.53839, -3.32104, 2.21851], [-2.20598, -3.46539, 0.49435], [3.60733, 0.26857, 3.45193], [2.97150, 0.92783, 1.85857], [2.45216, 0.48603, -0.41089], [4.28070, -0.15635, 1.16581], [1.17924, 2.39677, 0.54592], [3.87262, 2.29765, 1.06558], [1.48764, -0.15367, 1.76196]],
  "forces_ev_per_a": [[-0.356, 0.682, -0.739], [0.078, 0.190, -0.239], [-0.117, 0.017, 0.308], [-0.099, -0.272, -0.114], [0.031, -0.019, -0.121], [0.025, -0.002, 0.043], [0.005, -0.004, 0.024], [-0.065, 0.020, 0.024], [0.029, 0.214, 0.049], [0.041, -0.185, -0.088], [0.356, -0.511, -0.182], [-0.091, 0.153, 0.090], [-0.364, -0.053, -0.322], [-0.050, -0.016, 0.085], [0.003, 0.011, -0.017], [0.000, -0.007, -0.007], [0.008, -0.005, -0.005], [-0.057, 0.159, 0.018], [0.065, -0.329, -0.042], [0.072, 0.026, -0.059], [-0.049, -0.075, -0.064], [0.047, 0.493, 0.284], [-0.003, 0.004, 0.025], [-0.005, -0.018, 0.012], [-0.002, 0.004, -0.005], [0.058, 0.012, 0.060], [-0.003, 0.000, -0.008], [-0.006, -0.002, 0.016], [-0.052, 0.016, -0.004], [0.005, -0.032, 0.004], [0.036, 0.022, -0.019], [-0.084, -0.039, -0.045], [0.196, -0.003, 0.101], [-0.148, -0.116, -0.142], [-0.175, 0.245, 0.261], [0.111, -0.255, -0.050], [-0.219, 0.149, 0.125], [0.125, -0.027, -0.095], [0.275, -0.648, 0.132], [-0.031, 0.291, -0.137], [-0.100, -0.086, 0.055], [0.011, 0.023, 0.024], [0.007, -0.009, -0.006], [0.025, 0.015, 0.006], [-0.031, 0.004, 0.003], [-0.030, -0.021, -0.030], [0.013, -0.010, 0.003], [0.059, 0.003, -0.055], [-0.011, 0.001, 0.026], [-0.019, -0.011, 0.000], [-0.049, 0.014, 0.039], [-0.092, -0.012, 0.045], [-0.007, -0.019, 0.009], [0.024, 0.030, -0.006], [0.004, 0.009, -0.011], [0.016, 0.000, 0.008], [0.155, 0.144, -0.001], [0.118, -0.580, 0.753], [-0.008, 0.355, 0.240], [0.013, -0.137, -0.111], [-0.299, -0.293, -0.240], [0.082, 0.054, 0.014], [0.527, 0.436, 0.078]]
}

[2]
{
  "formula": "C7H6N2O3S",
  "method": "wB97M-V/def2-TZVPD",
  "homo_energy_ev": [-8.287, -9.460],
  "homo_lumo_gap_ev": [5.97, 7.70],
  "e_above_lowest_ev": 4.484,
  "species": ["C", "C", "C", "C", "C", "C", "C", "N", "N", "O", "O", "O", "S", "H", "H", "H", "H", "H", "H"],
  "positions_angstrom": [[2.71657, 0.73300, -0.28941], [2.93668, -0.36235, 0.59273], [1.47261, 0.99861, -0.85624], [1.92420, -1.25098, 0.83091], [-1.47811, -1.01024, -0.55912], [0.40416, 0.09716, -0.60334], [0.62060, -0.96875, 0.36386], [-0.85864, 0.12057, -1.09688], [-2.76251, 1.57016, 1.30588], [-2.61109, -0.75136, 0.18779], [-4.35470, 0.92548, -0.62394], [-0.55441, -1.68491, 0.37721], [-3.64211, 0.51049, 0.56257], [3.69471, 1.18901, -0.42667], [3.98366, -0.50636, 0.87229], [1.31783, 1.76628, -1.76347], [2.01112, -2.19201, 1.36243], [-1.71107, -1.65673, -1.33943], [-3.10950, 2.47294, 1.10283]],
  "forces_ev_per_a": [[-0.003, -0.398, 0.606], [-0.148, 0.517, -1.176], [0.689, 1.308, -2.649], [-2.324, -1.286, 0.874], [1.410, 1.516, 1.756], [-0.485, 0.435, 0.918], [-0.543, 0.508, -2.335], [2.196, 0.531, 0.476], [0.824, -1.766, 0.111], [-2.194, 0.099, 1.233], [-0.111, -0.008, -0.018], [1.145, 0.122, 0.144], [1.251, -0.604, -0.770], [-0.767, 0.975, -0.781], [-0.587, -0.320, 0.289], [0.468, -1.614, 2.480], [0.422, 0.176, 0.223], [-0.616, -1.678, -1.129], [-0.627, 1.486, -0.251]]
}

[3]
{
  "formula": "C20H26N2O2",
  "method": "wB97M-V/def2-TZVPD",
  "smiles": "CC(=O)OCCCCCC[C@@H](C#N)[C@H](C#N)Cc1cccc(C)c1",
  "homo_energy_ev": -8.763,
  "homo_lumo_gap_ev": 9.06,
  "e_above_lowest_ev": 10.556,
  "species": ["C", "C", "O", "O", "C", "C", "C", "C", "C", "C", "C", "C", "N", "C", "C", "N", "C", "C", "C", "C", "C", "C", "C", "C", "H", "H", "H", "H", "H", "H", "H", "H", "H", "H", "H", "H", "H", "H", "H", "H", "H", "H", "H", "H", "H", "H", "H", "H", "H", "H"],
  "positions_angstrom": [[5.29512, 0.68075, -0.39147], [3.75452, 0.31036, -0.65226], [2.87835, 1.21708, -0.70455], [3.38571, -1.07216, -0.77594], [3.23838, -1.44855, -2.18159], [1.71581, -1.21715, -2.71817], [0.78082, -2.42605, -2.12135], [0.11357, -1.84252, -0.78002], [-0.88084, -2.85003, -0.01416], [-0.86893, -2.72385, 1.59028], [-1.49313, -1.34834, 2.15931], [-1.84257, -1.63253, 3.72486], [-2.04020, -1.73852, 4.92030], [-0.47119, -0.09962, 2.15375], [0.82198, -0.49072, 3.02131], [1.83371, -0.51079, 3.68679], [-1.19750, 1.27538, 2.68217], [-1.52599, 2.10752, 1.31953], [-0.54855, 3.20992, 0.80216], [-0.89845, 3.93409, -0.53829], [-2.18319, 3.56010, -1.35383], [-3.14299, 2.45624, -0.77577], [-4.44996, 2.11407, -1.66864], [-2.85310, 1.67864, 0.57954], [5.55967, 0.71280, 0.72323], [5.49350, 1.73906, -0.81022], [6.01255, -0.05228, -0.92208], [3.96560, -0.81962, -2.80796], [3.53906, -2.56896, -2.24850], [1.64365, -1.15908, -3.85868], [1.38257, -0.21271, -2.23777], [1.45568, -3.33256, -1.91130], [-0.02989, -2.68498, -2.89318], [0.96433, -1.58962, -0.02867], [-0.44305, -0.83888, -0.94898], [-1.97025, -2.81962, -0.41660], [-0.50365, -3.92586, -0.25293], [-1.56207, -3.57261, 1.98301], [0.17296, -2.97089, 2.04309], [-2.48537, -1.14476, 1.61395], [-0.08656, 0.11935, 1.08779], [-2.15289, 1.05662, 3.28714], [-0.40700, 1.80734, 3.33528], [0.41273, 3.48273, 1.35512], [-0.20792, 4.73993, -0.97971], [-2.41511, 4.08909, -2.35751], [-4.27632, 1.04477, -2.09404], [-5.40125, 2.07541, -1.02608], [-4.52515, 2.81007, -2.57610], [-3.55723, 0.87193, 0.97773]],
  "forces_ev_per_a": [[0.107, -0.060, -0.598], [-2.087, 2.455, 0.259], [3.383, -3.746, 0.140], [0.913, 1.979, -0.567], [-0.409, -0.162, -1.372], [0.340, -0.477, 1.308], [-0.099, 1.640, -0.056], [-0.069, -0.071, 1.061], [0.487, -0.809, -0.172], [-0.736, -0.844, -0.005], [0.425, -1.048, 1.549], [-0.567, 0.329, 3.754], [1.062, 0.478, -6.810], [0.301, -0.438, 0.420], [2.924, 1.272, 2.007], [-5.360, -0.179, -3.576], [1.021, 0.206, -1.180], [-1.086, 0.638, -1.220], [-3.486, -0.851, -2.501], [-2.143, -2.504, 0.818], [1.032, -1.874, 3.845], [1.643, 0.665, 0.742], [1.240, -0.967, 0.418], [3.247, 4.013, -2.261], [-0.680, -0.269, -1.575], [-0.564, -1.763, 0.673], [-1.301, 1.037, 0.931], [-0.919, -0.970, 0.790], [-0.505, 1.993, 0.120], [0.378, -0.103, 1.639], [0.481, -1.664, -1.092], [-1.251, 1.235, -0.231], [1.189, 0.189, 1.212], [-1.251, -0.450, -1.380], [0.967, -1.624, -0.129], [1.809, 0.174, 0.679], [-0.678, 1.727, 0.490], [1.139, 1.453, -0.628], [-1.684, 0.798, -0.846], [1.623, -0.038, 0.884], [-0.585, -0.581, 1.751], [1.608, 0.291, -0.968], [-1.555, -0.612, -1.058], [-1.671, -0.561, -0.799], [-1.127, -1.442, 0.938], [0.367, -1.072, 2.014], [-0.427, 1.758, 0.695], [1.430, 0.291, -1.084], [-0.038, -0.869, 1.587], [1.161, 1.427, -0.619]]
}

[4]
{
  "formula": "C4H7NO2S",
  "method": "wB97M-V/def2-TZVPD",
  "smiles": "C#CS(=O)(=O)N(C)C",
  "homo_energy_ev": -10.515,
  "homo_lumo_gap_ev": 11.24,
  "e_above_lowest_ev": 5.411,
  "species": ["C", "C", "C", "C", "N", "O", "O", "S", "H", "H", "H", "H", "H", "H", "H"],
  "positions_angstrom": [[2.53380, -2.01368, 1.18591], [2.24906, -1.13424, 0.42401], [-0.38231, 0.55085, -1.45471], [-0.30239, 0.67166, 0.97037], [0.29289, 0.93883, -0.27743], [2.48706, 1.55445, 0.67130], [2.30918, 0.63268, -1.71900], [1.89393, 0.69123, -0.32324], [2.88502, -2.96229, 1.62638], [0.35018, 0.50394, -2.27842], [-0.82331, -0.44122, -1.47812], [-1.25677, 1.18553, -1.82396], [-0.85360, -0.31696, 1.01548], [0.55424, 0.56602, 1.72858], [-0.99040, 1.40666, 1.49139]],
  "forces_ev_per_a": [[0.746, -1.979, 0.288], [-1.031, 3.646, -1.184], [-1.708, -0.104, -3.361], [-0.288, -1.216, 4.282], [0.192, 0.170, -0.488], [-0.338, -0.951, -1.163], [-0.191, 0.232, 2.309], [2.296, -1.572, 0.171], [-0.533, 1.249, -0.259], [-0.598, 0.381, 0.334], [0.047, -0.518, 0.813], [1.352, -0.116, 1.020], [0.628, 0.906, -0.422], [-1.344, 0.091, -0.900], [0.770, -0.218, -1.440]]
}